[1]
A cluster of 2 separate species, C2H8S in total in a non-equilibrium geometry. Source: OMol25; level of theory: the ωB97M-V functional and the def2-TZVPD basis.

Computed properties:
Structure (SMILES): CS.C
Relative energy (zero: lowest compared OMol25 entry of this formula, charge and spin): 81.8 kJ/mol
Multiplicity: 1

Element x y z (Å)
C: 1.4267 5.0551 -1.9441
H: 0.8479 4.5402 -2.6627
H: 0.7248 5.2988 -1.1170
H: 1.9248 5.9066 -2.3399
H: 2.1643 4.3354 -1.4967
C: -0.8731 -3.9936 1.1899
S: -1.6707 -5.1993 2.4282
H: -0.8869 -2.8561 1.3391
H: 0.1859 -4.3960 0.9585
H: -1.5922 -4.3868 0.4613
H: -2.2516 -4.3044 3.1834

These are the natural (NBO) partial charges, in e, on atoms 1 to 8:
1 C -0.85
2 H 0.21
3 H 0.21
4 H 0.21
5 H 0.21
6 C -0.73
7 S -0.08
8 H 0.24


[2]
A cluster of 2 separate species, H2N2O3S in total in a non-equilibrium geometry. Source: OMol25; level of theory: the ωB97M-V functional and the def2-TZVPD basis.

Computed properties:
Relative energy (zero: lowest compared OMol25 entry of this formula, charge and spin): 574.4 kJ/mol
Multiplicity: 1

Element x y z (Å)
N: -1.0209 1.1792 1.3085
N: -0.1820 0.2901 0.7874
O: -1.8443 1.5908 0.5596
O: -0.9294 1.3091 2.5052
O: -0.0971 0.6785 -1.2440
S: 1.2893 -0.0124 1.1903
H: -0.8218 0.1841 -1.4902
H: 1.2876 -1.3780 1.4007

Let us look at the natural (NBO) charges, expressed in e, one per atom:
1 N 0.60
2 N -0.33
3 O -0.33
4 O -0.37
5 O -0.62
6 S 0.50
7 H 0.44
8 H 0.11


These records have lowest unoccupied orbital energy values of 0.979 -2.458 eV, in the order they appear.